Record 1
125
Properties=species:S:1:pos:R:3 method="wB97M-V/def2-TZVPD" fmax_ev_per_a=3.53 smiles="O=S1(=O)CCCC1.O=S1(=O)CCCC1.O=S1(=O)CCCC1.O=S1(=O)CCCC1.C1CCOC1.C1CCOC1.C1CCOC1.C1CCOC1.C1CCOC1" e_above_lowest_kcal_mol=5.3 e_homo_ev=-9.00 lumo_ev=0.1
O -19.88018 -21.88471 -0.18123
S -18.65577 -21.33463 -0.67039
O -18.24441 -21.71358 -1.97297
C -18.76579 -19.51707 -0.49189
C -18.41552 -19.21137 0.97239
C -17.18288 -20.11488 1.39790
C -17.36731 -21.43052 0.59282
H -19.81749 -19.18639 -0.72179
H -18.06241 -19.16598 -1.22092
H -18.05903 -18.17709 1.08302
H -19.25993 -19.51652 1.57753
H -17.17772 -20.41505 2.41415
H -16.21856 -19.67232 1.13607
H -17.78801 -22.22168 1.28780
H -16.51244 -21.86861 0.13076
O -14.63987 -18.10858 0.51382
S -14.69265 -17.38179 1.79367
O -14.75712 -18.23662 2.96566
C -13.41266 -15.98299 2.01641
C -14.10549 -14.94638 2.87150
C -15.58456 -15.34161 3.10422
C -16.04371 -16.21805 1.92568
H -13.04807 -15.65669 1.05672
H -12.59113 -16.47011 2.49202
H -13.66972 -14.84038 3.88628
H -13.98030 -13.93029 2.50994
H -16.15211 -14.42035 3.22621
H -15.70459 -15.88989 4.01743
H -16.05309 -15.68108 0.99108
H -16.97232 -16.71633 2.16909
O -10.78109 -18.26633 1.37860
S -10.51537 -19.68609 1.13846
O -9.31180 -20.22280 1.84647
C -11.91459 -20.66925 1.64255
C -11.86377 -21.82448 0.67937
C -10.78772 -21.62296 -0.46149
C -10.54207 -20.07051 -0.56299
H -12.80170 -20.04046 1.63610
H -11.60029 -20.98440 2.65523
H -11.66379 -22.75299 1.22189
H -12.85117 -21.94867 0.24893
H -11.24036 -21.98340 -1.44133
H -9.81050 -22.04495 -0.31484
H -11.31146 -19.48457 -1.05504
H -9.49077 -19.83486 -0.87988
O -5.47426 -22.61544 -1.26515
S -6.01213 -21.27189 -1.19964
O -7.31298 -21.02321 -1.88943
C -6.21894 -20.60099 0.46483
C -6.14456 -19.08918 0.22282
C -4.96812 -18.87162 -0.84403
C -4.85379 -19.98952 -1.86245
H -5.33559 -20.96379 0.99597
H -7.11610 -20.87406 0.97325
H -7.09714 -18.81100 -0.21730
H -6.00729 -18.55899 1.18116
H -4.03915 -18.96508 -0.30146
H -5.12314 -17.93622 -1.32479
H -3.82214 -20.38185 -2.03412
H -5.38579 -19.73201 -2.84546
C -14.52727 -23.65911 5.92833
C -15.20774 -23.06762 4.63708
C -14.20616 -22.03290 4.16346
O -12.95214 -22.47249 4.74809
C -13.20145 -22.94063 6.09426
H -14.29477 -24.68190 5.88387
H -15.17946 -23.54685 6.77068
H -16.18275 -22.58082 4.74421
H -15.31675 -23.86878 3.87230
H -14.43923 -21.01464 4.42226
H -14.06150 -22.01943 3.04890
H -13.19242 -22.11207 6.80323
H -12.45454 -23.64544 6.36742
C -9.84183 -19.55644 5.37892
C -10.62971 -18.31415 5.11744
C -12.08294 -18.60583 5.56969
O -12.00910 -19.90498 6.31008
C -10.71411 -20.48197 6.17358
H -8.86933 -19.40426 5.86200
H -9.47418 -20.09441 4.45690
H -10.58743 -17.95985 4.07557
H -10.19757 -17.45162 5.71510
H -12.83545 -18.75915 4.79589
H -12.42024 -17.82454 6.27594
H -10.80839 -21.43384 5.64475
H -10.27756 -20.60749 7.14511
C -9.49949 -18.81854 -3.81393
C -8.71031 -18.66885 -5.10975
C -7.68157 -17.57444 -4.79690
O -7.56939 -17.66855 -3.35766
C -8.93866 -17.75885 -2.91458
H -9.54386 -19.83996 -3.52682
H -10.53079 -18.54305 -4.06983
H -9.20879 -18.39264 -6.03678
H -8.19247 -19.56666 -5.30739
H -8.15619 -16.63888 -5.00666
H -6.77358 -17.56130 -5.34969
H -9.38034 -16.75647 -2.94062
H -8.92166 -18.04256 -1.84987
C -15.02628 -19.91670 -2.72203
C -14.21076 -21.24498 -2.90524
C -12.99098 -20.64814 -3.75444
O -12.83902 -19.28111 -3.36457
C -14.15721 -18.82495 -3.34353
H -15.26997 -19.64665 -1.70150
H -15.99241 -20.10417 -3.14233
H -14.62518 -22.05701 -3.48269
H -13.76030 -21.57810 -1.98585
H -13.35808 -20.65376 -4.75953
H -12.04773 -21.13337 -3.82044
H -14.45826 -18.54799 -4.32215
H -14.22096 -17.83917 -2.77057
C -9.29780 -23.38670 3.81098
C -10.04890 -24.45292 4.58019
C -10.99832 -24.98802 3.54887
O -10.53418 -24.64758 2.28786
C -9.28399 -23.86757 2.39343
H -8.30322 -23.14741 4.21740
H -9.98360 -22.52987 3.77693
H -10.57298 -24.05580 5.45503
H -9.38007 -25.22679 4.87036
H -12.03663 -24.55066 3.60073
H -11.17763 -26.06110 3.59187
H -9.24050 -23.04818 1.67187
H -8.50050 -24.56391 2.10730



Record 2
106
Properties=species:S:1:pos:R:3 method="wB97M-V/def2-TZVPD" charge=+2 fmax_ev_per_a=2.42 e_homo_ev="-11.77 / -11.77" lumo_ev="-8.0 / -8.0"
Ce -20.46214 -3.21445 -6.83368
C -22.37359 -5.91815 -11.83971
Sb -22.48202 -5.95789 -9.63216
C -23.96678 -4.40764 -9.69031
C -23.47048 -8.05830 -9.61702
C -24.92019 -7.95005 -9.42964
C -25.72982 -7.82149 -10.57161
C -27.04048 -7.45435 -10.51284
C -27.66567 -7.42407 -9.25261
C -26.93890 -7.57628 -8.09550
C -25.59157 -8.00330 -8.17916
C -24.88158 -8.54685 -6.98899
Sb -23.69285 -6.83104 -6.16710
C -23.73669 -7.62379 -4.12615
C -25.20535 -5.24529 -5.94522
H -23.46158 -6.02500 -12.10355
H -21.81643 -6.71379 -12.26324
H -21.95295 -4.94641 -12.08896
H -23.73956 -3.47735 -9.16215
H -24.88752 -4.80757 -9.22248
H -24.17717 -4.09223 -10.73632
H -22.90603 -8.69211 -8.88933
H -23.21317 -8.43294 -10.61650
H -25.23764 -7.99146 -11.55124
H -27.64926 -7.26694 -11.44221
H -28.71903 -7.16925 -9.12186
H -27.38819 -7.51962 -7.12888
H -24.19811 -9.37125 -7.25404
H -25.62150 -8.91817 -6.17793
H -24.75361 -7.63120 -3.70824
H -23.12558 -6.94408 -3.49690
H -23.18782 -8.61279 -4.07295
H -25.96891 -5.67302 -5.27346
H -25.60984 -4.87185 -6.88314
H -24.71399 -4.38330 -5.43398
C -15.93949 -9.62997 -8.68030
C -16.45811 -8.53240 -7.76462
C -17.50359 -7.67473 -8.24569
C -17.98366 -6.60967 -7.46256
C -18.73908 -5.47248 -8.11123
C -17.63677 -6.59415 -6.04769
Te -18.45128 -5.17432 -4.64999
N -20.19607 -1.48310 -5.72110
C -21.26917 -1.83375 -5.02707
O -22.05019 -2.82503 -5.47792
C -21.79494 -1.08008 -3.84897
C -21.05296 -0.03990 -3.29353
C -21.68196 0.94220 -2.45045
C -23.03339 0.77662 -2.16441
C -23.72498 -0.36996 -2.60944
C -23.10460 -1.28543 -3.46803
C -16.66112 -4.11796 -3.96967
C -15.76336 -3.49516 -4.87197
C -14.68636 -2.82224 -4.36347
C -14.47452 -2.69354 -2.98955
C -15.39180 -3.25029 -2.08366
C -16.43184 -4.05717 -2.59123
C -17.21667 -4.83888 -1.55939
C -16.65122 -7.46716 -5.57058
C -16.19386 -7.51214 -4.13631
C -16.05115 -8.38842 -6.43680
H -14.88923 -9.45040 -8.93735
H -16.56681 -9.63838 -9.58067
H -16.03117 -10.61840 -8.27625
H -17.90456 -7.85853 -9.23736
H -19.81717 -5.72594 -8.26285
H -18.28435 -5.08716 -9.03188
H -18.67726 -4.64644 -7.34651
H -19.97124 0.11357 -3.54762
H -21.11441 1.79768 -2.07876
H -23.47789 1.53605 -1.50099
H -24.77772 -0.53244 -2.31955
H -23.63431 -2.08389 -3.95413
H -15.96038 -3.41076 -5.93747
H -14.02964 -2.31660 -5.10011
H -13.57819 -2.16378 -2.64712
H -15.33361 -3.15963 -0.99402
H -16.79769 -4.53810 -0.61137
H -17.07467 -5.93535 -1.57714
H -18.31803 -4.61298 -1.61494
H -16.88496 -8.00957 -3.41600
H -15.95777 -6.48984 -3.78273
H -15.27178 -8.14276 -4.15054
H -15.32115 -9.15249 -6.04145
C -18.82818 0.24652 -8.39494
C -18.66180 -0.62820 -9.61247
As -20.41258 -1.52455 -9.90850
C -20.07833 -1.90033 -11.83716
C -19.02319 -2.99911 -11.91542
C -21.59355 0.02612 -10.34118
C -21.14357 1.04127 -11.41603
H -17.84951 0.62252 -8.06430
H -19.21129 -0.26429 -7.48273
H -19.47269 1.10122 -8.58922
H -17.87891 -1.42047 -9.56727
H -18.38600 -0.01835 -10.54770
H -19.79455 -1.02089 -12.45770
H -21.04267 -2.25418 -12.27397
H -18.06770 -2.63943 -11.53220
H -18.87798 -3.46117 -12.89848
H -19.26349 -3.83216 -11.19716
H -21.65396 0.54505 -9.36244
H -22.60826 -0.32919 -10.56723
H -20.05602 1.30173 -11.38497
H -21.72629 1.97933 -11.24234
H -21.32557 0.66252 -12.42762



Record 3
15
Properties=species:S:1:pos:R:3 method="wB97M-V/def2-TZVPD" fmax_ev_per_a=1.63 e_above_lowest_kcal_mol=98.2 e_homo_ev=-8.29 lumo_ev=0.4
C 0.30407 -1.64112 0.60761
C 1.10182 -0.37228 0.53179
C 0.73863 0.85736 1.11728
C -0.29217 1.42917 0.33073
O -1.19228 2.23172 0.46333
N -0.17083 0.55976 -0.88579
N -1.30617 0.22118 -1.67331
H 0.45390 -2.25930 -0.28060
H -0.75576 -1.43608 0.75743
H 0.66047 -2.22182 1.46374
H 2.17061 -0.57327 0.40144
H 1.36730 1.43669 1.77580
H 0.60631 0.78552 -1.49589
H -2.01684 -0.09455 -1.01774
H -1.66906 1.07702 -2.09582